Record 1
Formula: C20H28N4O4
Source: OMol25
Level of theory: ωB97M-V/def2-TZVPD

XYZ file:
```
56
Properties=species:S:1:pos:R:3:nbo_charge:R:1
C -1.334 -0.289 3.637 -0.594
C -1.601 -0.013 2.138 -0.299
C -3.050 -0.407 1.772 -0.600
C -0.574 -0.720 1.209 0.700
O -0.124 -1.810 1.569 -0.640
N -0.191 -0.137 0.036 -0.431
C 0.866 -0.754 -0.779 -0.415
C -0.735 1.143 -0.463 -0.309
C 0.109 2.360 -0.029 0.668
O 1.005 2.219 0.802 -0.628
N -0.185 3.565 -0.567 -0.437
C 0.564 4.783 -0.240 -0.204
C 0.446 5.625 -1.522 -0.228
C 0.416 7.143 -1.241 -0.219
N 0.503 7.945 -2.463 -0.596
C -0.539 8.493 -3.091 0.654
O -1.703 8.415 -2.721 -0.609
C -0.175 9.179 -4.268 -0.295
C 0.181 10.519 -4.398 -0.013
N 0.556 10.827 -5.617 -0.112
O 0.476 9.635 -6.339 -0.293
C 0.048 8.641 -5.516 0.385
C -0.074 7.249 -6.109 -0.295
C -0.496 7.059 -7.549 -0.399
C 0.930 6.747 -7.123 -0.405
C -0.789 5.076 -2.248 -0.235
C -0.557 3.747 -2.947 -0.428
C -1.216 3.806 -1.580 -0.063
H -0.318 -0.004 3.917 0.220
H -2.016 0.272 4.277 0.202
H -1.446 -1.348 3.878 0.220
H -1.481 1.063 2.019 0.201
H -3.290 -0.176 0.734 0.198
H -3.215 -1.478 1.908 0.219
H -3.773 0.118 2.397 0.211
H 1.233 -1.701 -0.377 0.252
H 0.504 -0.946 -1.789 0.186
H 1.722 -0.080 -0.848 0.202
H -0.754 1.109 -1.553 0.223
H -1.772 1.289 -0.163 0.231
H 0.012 5.263 0.570 0.194
H 1.603 4.609 0.049 0.239
H 1.326 5.422 -2.135 0.200
H -0.478 7.397 -0.664 0.230
H 1.260 7.414 -0.603 0.207
H 1.416 8.116 -2.851 0.405
H 0.162 11.263 -3.614 0.226
H -0.452 6.514 -5.397 0.239
H -1.179 6.241 -7.787 0.223
H -0.692 7.944 -8.158 0.232
H 1.737 7.412 -7.437 0.230
H 1.257 5.707 -7.065 0.221
H -1.529 5.791 -2.616 0.256
H -1.171 3.500 -3.813 0.221
H 0.458 3.358 -3.054 0.222
H -2.266 3.577 -1.380 0.230
```

Values from the calculation:
HOMO in hartree: -0.337
Structure (SMILES): CC(C)C(=O)N(C)CC(=O)N1C[C@H](CNC(=O)c2cnoc2C2CC2)[C@H]2C[C@H]21
ΔE to the lowest compared entry with this formula, charge and spin in kJ/mol: 429.7
Gap between HOMO and LUMO in eV: 9.51
Charge: 0
E_LUMO in eV: 0.34

=====

Record 2
Formula: C20H28NO2ReS
Source: OMol25
Level of theory: ωB97M-V/def2-TZVPD

XYZ file:
```
53
Properties=species:S:1:pos:R:3:nbo_charge:R:1
O -0.922 -0.405 -1.604 -0.547
C 0.371 0.129 -1.071 -0.074
C 0.146 1.490 -1.760 -0.456
H 1.243 -0.421 -1.428 0.222
H 0.350 0.156 0.026 0.138
C -1.360 0.965 -1.857 0.274
H 0.707 1.551 -2.699 0.230
H 0.310 2.355 -1.102 0.195
C -2.208 1.091 -3.117 -0.641
H -1.749 0.647 -4.005 0.230
H -2.432 2.143 -3.343 0.222
H -3.170 0.585 -2.964 0.222
C -2.063 1.554 -0.637 -0.630
H -1.488 1.404 0.299 0.177
H -3.068 1.126 -0.482 0.218
H -2.192 2.637 -0.750 0.221
Re 0.582 0.092 3.167 1.019
C 1.393 1.771 4.143 -0.286
C 2.398 0.736 4.142 -0.282
C 2.649 0.365 2.775 -0.270
H 2.929 0.352 5.011 0.278
C 1.844 1.200 1.918 -0.276
C 1.037 2.056 2.771 -0.308
H 0.336 2.808 2.432 0.271
H 1.047 2.316 5.013 0.276
H 3.345 -0.387 2.439 0.278
H 1.886 1.218 0.835 0.282
C -1.218 -1.076 4.673 -0.110
C -1.491 0.378 4.368 -0.264
C -1.712 0.554 2.994 -0.244
H -1.589 1.116 5.162 0.258
C -1.430 -0.718 2.321 -0.302
C -1.163 -1.677 3.290 -0.255
H -0.968 -2.728 3.128 0.265
H -1.893 -1.547 5.402 0.248
H -2.136 1.434 2.515 0.273
H -1.482 -0.873 1.253 0.291
O 0.943 -1.022 -3.443 -0.554
C 0.178 -0.588 -4.586 -0.072
C 0.573 -1.377 -5.834 -0.438
H 0.275 0.509 -4.716 0.185
H -0.873 -0.840 -4.372 0.170
C 1.505 -2.492 -5.282 -0.430
H 1.059 -0.742 -6.581 0.217
H -0.328 -1.799 -6.292 0.215
C 1.371 -2.363 -3.748 -0.073
H 2.543 -2.315 -5.607 0.212
H 1.205 -3.490 -5.615 0.221
H 2.312 -2.561 -3.219 0.189
H 0.602 -3.063 -3.378 0.167
S 1.048 -0.415 7.812 0.204
C 0.534 -0.736 6.372 0.221
N 0.213 -1.100 5.232 -0.581
```

Values from the calculation:
HOMO (spin up / spin down) in hartree: -0.367 / -0.421
ΔE to the lowest compared entry with this formula, charge and spin in kJ/mol: 136.0
Gap between HOMO and LUMO (spin up / spin down) in eV: 6.66 / 6.24
Expectation value of S²: 3.770
Spin multiplicity: 4
Charge: +1
E_LUMO (spin up / spin down) in eV: -3.33 / -5.22

=====

Record 3
Formula: C20H28NO2SV
Source: OMol25
Level of theory: ωB97M-V/def2-TZVPD

XYZ file:
```
53
Properties=species:S:1:pos:R:3:nbo_charge:R:1
O -0.266 -0.071 0.533 -0.592
C -0.489 -0.299 -0.962 -0.051
C 1.003 -0.225 -1.249 -0.460
H -1.092 0.545 -1.330 0.193
H -0.980 -1.274 -1.118 0.196
C 1.162 0.157 0.240 0.295
H 1.294 0.553 -1.968 0.231
H 1.440 -1.205 -1.480 0.211
C 1.481 1.633 0.449 -0.631
H 0.685 2.254 0.006 0.219
H 2.441 1.878 -0.036 0.213
H 1.573 1.870 1.524 0.215
C 2.058 -0.744 1.079 -0.630
H 1.899 -1.801 0.816 0.216
H 1.859 -0.600 2.160 0.224
H 3.115 -0.487 0.893 0.216
V -1.693 -0.739 2.420 0.970
C -1.775 -2.744 3.424 -0.331
C -2.878 -2.888 2.421 -0.269
C -2.260 -2.756 1.126 -0.350
H -3.931 -2.631 2.626 0.227
C -0.825 -2.756 1.328 -0.309
C -0.518 -2.652 2.735 -0.364
H 0.455 -2.709 3.229 0.240
H -1.794 -2.745 4.548 0.231
H -2.835 -2.809 0.201 0.236
H -0.110 -2.940 0.549 0.219
C -2.479 0.261 4.186 -0.154
C -0.969 0.108 4.380 -0.355
C -0.336 0.874 3.394 -0.323
H -0.590 -0.639 5.102 0.234
C -1.355 1.635 2.638 -0.251
C -2.630 1.312 3.100 -0.320
H -3.644 1.668 2.807 0.245
H -3.320 0.299 5.121 0.131
H 0.735 0.976 3.344 0.230
H -1.147 2.371 1.877 0.236
O 1.224 1.553 -4.462 -0.545
C 2.682 1.415 -4.513 -0.078
C 3.220 1.876 -5.893 -0.432
H 2.948 0.340 -4.358 0.167
H 3.111 1.987 -3.667 0.186
C 2.032 1.532 -6.807 -0.433
H 4.166 1.376 -6.176 0.223
H 3.356 2.969 -5.869 0.204
C 0.831 1.818 -5.864 -0.075
H 2.055 0.452 -7.036 0.203
H 2.008 2.121 -7.743 0.224
H -0.053 1.197 -6.104 0.190
H 0.534 2.889 -5.981 0.170
S -4.549 -1.826 5.941 0.209
C -3.726 -1.545 4.680 0.144
N -3.125 -0.836 3.741 -0.595
```

Values from the calculation:
HOMO (spin up / spin down) in hartree: -0.219 / -0.194
ΔE to the lowest compared entry with this formula, charge and spin in kJ/mol: 549.4
Gap between HOMO and LUMO (spin up / spin down) in eV: 6.06 / 4.88
Expectation value of S²: 2.309
Spin multiplicity: 3
Charge: 0
E_LUMO (spin up / spin down) in eV: 0.08 / -0.41

=====

Record 4
Formula: C20H29
Source: OMol25
Level of theory: ωB97M-V/def2-TZVPD

XYZ file:
```
49
Properties=species:S:1:pos:R:3:nbo_charge:R:1
C -1.052 2.395 0.528 -0.610
C -1.274 1.211 -0.434 -0.154
H -0.904 0.217 0.116 0.183
C -2.745 1.172 -0.773 -0.259
C -3.264 1.410 -2.003 0.106
C -4.750 1.503 -2.233 -0.658
C -2.378 1.708 -3.187 -0.492
C -0.896 1.670 -2.892 0.087
C 0.002 2.003 -4.057 -0.653
C -0.424 1.450 -1.656 -0.239
H -1.351 3.308 -0.008 0.244
H -1.653 2.303 1.438 0.207
H 0.003 2.478 0.812 0.207
H -3.444 1.110 0.073 0.207
H -4.973 1.599 -3.305 0.225
H -5.250 0.607 -1.842 0.234
H -5.185 2.375 -1.722 0.238
H -2.605 0.995 -4.003 0.240
H -2.643 2.702 -3.608 0.242
H -0.591 2.059 -4.981 0.223
H 0.500 2.972 -3.913 0.235
H 0.782 1.238 -4.175 0.232
H 0.655 1.581 -1.459 0.208
C -1.384 -0.716 2.246 -0.705
C -0.424 -1.044 1.125 0.143
C 0.972 -1.379 1.361 -0.213
C 1.545 -2.634 0.959 0.125
C 0.693 -3.822 0.628 -0.651
C 2.926 -2.848 1.017 -0.245
C 3.791 -1.867 1.491 0.120
C 5.280 -2.063 1.393 -0.653
C 3.246 -0.734 2.094 -0.245
C 1.859 -0.495 2.051 0.124
C 1.361 0.668 2.834 -0.660
H -2.286 -1.351 2.152 0.266
H -0.959 -0.865 3.251 0.249
H -1.741 0.332 2.177 0.263
H -0.871 -1.563 0.257 0.235
H 1.301 -4.590 0.126 0.240
H 0.302 -4.295 1.544 0.244
H -0.161 -3.561 -0.010 0.221
H 3.336 -3.813 0.700 0.233
H 5.818 -1.191 1.777 0.231
H 5.600 -2.956 1.953 0.246
H 5.604 -2.218 0.351 0.246
H 3.894 -0.029 2.617 0.231
H 2.214 1.251 3.199 0.238
H 0.721 1.357 2.262 0.228
H 0.803 0.358 3.726 0.236
```

Values from the calculation:
HOMO in hartree: -0.424
ΔE to the lowest compared entry with this formula, charge and spin in kJ/mol: 85.9
Gap between HOMO and LUMO in eV: 6.06
Charge: +1
E_LUMO in eV: -5.49

=====

- Which of these has the lowest ΔE to the lowest compared entry with this formula, charge and spin?
  C20H29